Entry 1:
Molecular formula: C3H9NS2
Method: DFT, wB97M-V/def2-TZVPD

The geometry in ORCA input format:
```
! wB97M-V def2-TZVPD RIJCOSX def2/J DEFGRID3
* xyz 0 1
N -0.606 0.676 -2.220
C 0.119 0.507 -0.878
C -0.438 -0.752 -0.303
C -0.690 -0.617 1.201
S 0.707 -1.066 2.232
S 2.517 -0.241 1.791
H -1.530 1.092 -1.950
H -0.173 1.531 -2.621
H 0.153 1.400 -0.245
H 1.239 0.239 -1.102
H 0.157 -1.684 -0.577
H -1.407 -1.095 -0.762
H -1.568 -1.265 1.430
H -1.135 0.443 1.473
H 2.655 0.830 2.531
*
```

Computed properties:
Total energy in a.u.: -970.7861
Kohn-Sham gap in eV: 9.6
Energy above the lowest of the compared OMol25 structures with the same formula, charge and spin in eV: 1.242

---

Entry 2:
Molecular formula: C42H38N2OP2S5SbTl
Method: DFT, wB97M-V/def2-TZVPD

The geometry in ORCA input format:
```
! wB97M-V def2-TZVPD RIJCOSX def2/J DEFGRID3
* xyz -2 1
Tl 0.387 -2.881 -0.068
C -2.881 5.363 -0.641
C -2.406 4.497 0.539
C -2.606 5.270 1.853
C -0.928 4.179 0.358
C 0.044 5.169 0.472
C 1.391 4.887 0.316
C 1.793 3.590 0.026
C 0.862 2.574 -0.131
P 1.212 0.773 -0.397
C 2.373 0.467 0.993
C 1.857 -0.255 2.067
C 2.629 -0.485 3.198
C 3.922 0.012 3.266
C 4.451 0.722 2.194
C 3.683 0.940 1.060
C 2.367 0.816 -1.818
C 2.538 1.901 -2.676
C 3.329 1.787 -3.813
C 3.952 0.586 -4.116
C 3.774 -0.509 -3.277
C 2.984 -0.395 -2.145
C -0.491 2.895 0.048
O -1.350 1.852 -0.081
C -2.654 1.969 0.321
C -3.349 0.762 0.437
C -4.691 0.841 0.787
C -5.308 2.064 1.007
C -4.574 3.233 0.915
C -3.222 3.210 0.588
P -2.467 -0.875 0.121
C -3.240 -1.155 -1.521
C -2.393 -0.986 -2.613
C -2.873 -1.108 -3.907
C -4.210 -1.410 -4.124
C -5.062 -1.578 -3.040
C -4.582 -1.442 -1.747
C -3.411 -1.895 1.308
C -3.951 -3.132 0.978
C -4.493 -3.943 1.969
C -4.504 -3.524 3.289
C -3.967 -2.288 3.625
C -3.416 -1.485 2.642
H -2.305 6.290 -0.693
H -3.938 5.614 -0.532
H -2.752 4.826 -1.581
H -2.039 6.201 1.851
H -2.278 4.667 2.700
H -3.657 5.522 1.998
H -0.257 6.186 0.696
H 2.126 5.674 0.424
H 2.847 3.371 -0.087
H 0.860 -0.676 2.003
H 2.224 -1.079 4.006
H 4.529 -0.177 4.143
H 5.466 1.100 2.241
H 4.109 1.465 0.211
H 2.051 2.843 -2.455
H 3.452 2.642 -4.468
H 4.556 0.495 -5.011
H 4.230 -1.462 -3.516
H 2.791 -1.268 -1.525
H -5.256 -0.075 0.909
H -6.359 2.102 1.264
H -5.063 4.182 1.103
H -1.340 -0.795 -2.437
H -2.196 -0.999 -4.745
H -4.583 -1.534 -5.134
H -6.103 -1.829 -3.204
H -5.255 -1.589 -0.911
H -3.883 -3.492 -0.041
H -4.867 -4.922 1.703
H -4.887 -4.177 4.064
H -3.955 -1.961 4.658
H -2.966 -0.536 2.916
S -1.094 -7.922 -1.182
Sb -1.759 -6.074 0.046
S -1.628 -4.166 -1.450
S -0.343 -3.841 2.403
S 0.350 -5.516 1.344
S 3.919 -3.946 1.240
C 5.372 -3.591 0.575
N 6.571 -4.221 0.845
C 7.581 -3.860 -0.134
C 7.069 -2.491 -0.597
N 5.646 -2.633 -0.363
H 6.503 -5.158 1.204
H 7.616 -4.566 -0.972
H 8.573 -3.799 0.316
H 7.282 -2.304 -1.649
H 7.505 -1.681 0.001
H 5.013 -1.855 -0.439
*
```

Computed properties:
Total energy in a.u.: -4894.5667
Kohn-Sham gap in eV: 3.9
Energy above the lowest of the compared OMol25 structures with the same formula, charge and spin in eV: 1.274

---

Entry 3:
Molecular formula: C12H29FN8O19S
Method: DFT, wB97M-V/def2-TZVPD

The geometry in ORCA input format:
```
! wB97M-V def2-TZVPD RIJCOSX def2/J DEFGRID3
* xyz 0 1
N -4.506 1.836 1.133
C -5.242 1.679 -0.081
O -5.813 2.621 -0.641
C -5.262 0.315 -0.713
C -3.908 -0.409 -0.904
C -2.675 0.450 -0.888
O -1.731 0.274 -2.023
S -0.519 1.221 -1.641
O -0.763 2.563 -2.048
O 0.735 0.630 -1.961
O -0.670 1.140 -0.017
C -1.676 0.147 0.212
F -2.193 0.169 1.453
H -5.196 1.989 1.864
H -4.024 2.729 1.073
H -5.800 0.400 -1.645
H -5.860 -0.324 -0.066
H -3.813 -1.221 -0.208
H -3.953 -0.875 -1.882
H -2.816 1.528 -0.854
H -1.188 -0.821 0.101
C -4.071 -4.809 -2.618
N -4.778 -3.875 -1.700
O -4.117 -3.303 -0.854
O -5.968 -3.732 -1.854
H -3.024 -4.818 -2.351
H -4.512 -5.792 -2.492
H -4.218 -4.448 -3.631
C 2.623 2.929 -0.251
N 3.846 3.429 0.438
O 4.841 2.730 0.419
O 3.775 4.507 0.978
H 2.836 1.962 -0.686
H 1.836 2.855 0.494
H 2.362 3.652 -1.017
C 7.196 0.769 -0.760
N 7.042 -0.508 -1.505
O 6.990 -0.464 -2.713
O 6.972 -1.522 -0.843
H 7.240 1.581 -1.475
H 6.334 0.871 -0.109
H 8.112 0.700 -0.183
C -0.670 4.638 2.847
N -2.010 3.996 2.791
O -2.792 4.219 3.685
O -2.236 3.276 1.838
H -0.610 5.243 3.740
H 0.070 3.844 2.864
H -0.567 5.245 1.952
C 0.215 -6.536 -3.160
N -1.185 -6.904 -2.812
O -2.024 -6.882 -3.690
O -1.410 -7.191 -1.658
H 0.250 -6.305 -4.218
H 0.476 -5.680 -2.557
H 0.844 -7.384 -2.918
C 4.210 -3.912 -1.774
N 2.940 -4.684 -1.835
O 2.077 -4.433 -1.024
O 2.842 -5.527 -2.703
H 4.141 -3.208 -0.955
H 5.013 -4.623 -1.617
H 4.327 -3.403 -2.725
C 1.944 5.379 7.218
N 1.315 5.306 5.872
O 1.486 4.300 5.219
O 0.670 6.268 5.517
H 2.482 4.455 7.393
H 2.613 6.233 7.217
H 1.145 5.515 7.940
*
```

Computed properties:
Total energy in a.u.: -2839.6050
Kohn-Sham gap in eV: 9.5

---

Entry 4:
Molecular formula: C4H5N3O3
Method: DFT, wB97M-V/def2-TZVPD

The geometry in ORCA input format:
```
! wB97M-V def2-TZVPD RIJCOSX def2/J DEFGRID3
* xyz 0 1
C 0.737 -0.320 -0.534
C 1.284 -1.543 -0.631
C -0.036 -1.674 1.070
C -0.100 -0.337 0.664
N -0.757 1.760 0.368
N -0.862 0.630 1.102
N -2.677 -0.806 -0.095
O -2.204 -1.869 -0.048
O -3.741 -0.354 -0.276
O 0.770 -2.394 0.288
H 0.922 0.405 -1.241
H 1.920 -2.062 -1.252
H -0.464 -2.239 1.975
H -0.749 2.533 1.035
H 0.092 1.851 -0.192
*
```

Computed properties:
Total energy in a.u.: -545.1750
Kohn-Sham gap (spin up / spin down) in eV: 8.8 / 6.7
Energy above the lowest of the compared OMol25 structures with the same formula, charge and spin in eV: 7.824

---

Which of these has the lowest total energy? C42H38N2OP2S5SbTl